Entry 1:
DFT (wB97M-V/def2-TZVPD) results for a gas-phase ion, C25H25F5N3O (charge +1).

Each line ends with the Löwdin charge.
Atoms and positions in Å:
H1 -0.270841 -4.204976 3.275286  0.13
H2 1.749989 3.707700 -3.924258  0.15
C1 1.850328 -1.148260 2.291883  -0.09
C2 -1.818852 -0.658877 0.627351  -0.17
F1 0.311903 4.420231 -1.369175  0.13
H3 -4.562120 -2.521840 0.055370  0.11
C3 1.676667 -3.666335 2.557395  -0.19
F2 -4.196786 3.187031 -2.168550  0.14
H4 -5.705997 -0.343108 0.503386  0.11
H5 0.415005 0.159086 3.889189  0.10
C4 0.358818 0.330568 -0.101930  -0.03
C5 1.467472 0.100068 -0.977678  -0.35
C6 -2.470788 1.725668 -2.838697  -0.10
H6 0.132829 -1.913747 3.988871  0.14
C7 2.053499 2.844605 -3.356335  0.03
H7 -0.106807 1.333149 -0.187802  0.09
C8 4.315980 0.313503 -2.249278  0.01
C9 -2.880470 2.929723 -2.275158  -0.11
N1 0.320472 -0.925917 2.176410  -0.23
H8 1.948144 -4.607779 2.075924  0.12
H9 4.794865 0.012877 -3.199647  0.12
H10 2.033095 -3.682447 3.604254  0.12
C10 -2.440800 0.588864 0.719104  -0.07
C11 -0.189170 2.370447 -2.457801  -0.08
C12 -3.840200 0.705009 0.641700  -0.07
C13 0.161253 -3.503553 2.532661  -0.17
F3 -0.680283 0.292653 -3.484662  0.13
O1 2.077802 -1.032579 -0.972282  -0.08
H11 -2.077292 -2.711442 0.068598  0.12
C14 1.912970 1.102936 -1.965299  -0.04
F4 -2.379136 5.022540 -1.246883  0.14
H12 0.110792 -1.805665 0.422325  0.14
C15 -4.623620 -0.420045 0.467083  -0.07
H13 1.982009 -1.089521 3.391654  0.13
H14 -1.116030 0.394685 2.940534  0.11
C16 -0.009925 0.324794 2.894759  -0.01
N2 3.181083 1.161869 -2.496729  -0.02
C17 -0.230484 -0.781143 0.700402  -0.16
H15 2.222577 -2.581663 0.713988  0.11
C18 -2.587044 -1.776990 0.318779  -0.03
H16 -1.389943 -1.998661 2.982419  0.13
C19 -0.604242 3.588181 -1.901102  -0.12
H17 3.976985 -0.536922 -1.668737  0.08
N3 1.202245 2.096969 -2.558575  0.07
C20 2.345204 -2.508320 1.812721  -0.17
H18 4.159406 2.480969 -3.845910  0.14
C21 -1.121508 1.457493 -2.943978  -0.11
C22 -3.985635 -1.627070 0.239560  -0.06
C23 -0.295149 -2.112424 2.978406  -0.09
H19 5.082779 0.823013 -1.641077  0.11
H20 -0.260896 -3.741522 1.535551  0.12
H21 0.462851 1.151133 2.328432  0.12
H22 2.343199 -0.312760 1.775075  0.13
F5 -3.384266 0.799909 -3.231946  0.13
H23 3.425136 -2.523266 2.062299  0.13
H24 -4.283061 1.679615 0.822214  0.11
H25 -1.864956 1.515689 0.799365  0.11
C24 3.265085 2.242541 -3.324161  0.00
C25 -1.964142 3.873313 -1.805296  -0.11

Atomic forces in eV per Å
H 0.0 0.3 -0.6
H -0.2 -0.1 0.1
C -0.7 0.2 0.1
C 1.7 -0.1 0.1
F -0.6 -0.4 -0.5
H -0.2 0.0 -0.1
C 0.0 0.4 -0.1
F 1.0 -0.2 0.0
H 0.2 -0.1 -0.2
H -0.2 0.8 0.0
C 1.9 1.0 -1.6
C -1.5 -2.8 2.3
C -0.8 -0.9 -0.2
H -0.7 -0.3 -0.5
C 0.4 -0.2 -0.4
H 0.1 -1.0 0.4
C 1.3 -0.7 0.6
C -0.9 0.4 0.1
N -0.2 -0.3 0.3
H 0.0 0.0 0.2
H -0.5 0.1 0.4
H -0.2 -0.1 -0.4
C -0.7 0.3 -0.1
C -0.1 0.4 0.2
C 1.0 0.3 0.6
C -0.5 -0.1 0.1
F -0.5 1.2 0.6
O -0.2 1.6 -0.5
H -0.4 0.1 0.3
C 1.2 0.2 -1.0
F 0.2 -0.8 -0.4
H -0.5 1.0 -1.1
C 0.1 0.0 -0.1
H 0.3 0.2 -0.6
H 0.8 0.2 0.0
C -0.1 -0.4 0.2
N -1.9 0.5 0.6
C -0.7 -1.0 -0.3
H 0.2 0.0 0.6
C -0.4 0.6 -0.1
H 0.5 0.0 0.0
C 0.0 -0.4 0.3
H 0.0 -0.2 -0.3
N 0.8 0.1 0.3
C 0.2 0.1 -0.2
H 0.4 0.1 -0.2
C 0.7 -0.8 -0.3
C 0.6 -1.0 0.2
C 0.6 0.8 0.1
H -0.4 0.1 -0.3
H 0.2 0.0 0.5
H -0.4 -0.3 0.6
H -0.2 -0.3 0.2
F 1.0 1.1 0.4
H -0.4 0.1 -0.4
H 0.0 -0.1 -0.2
H -0.1 -0.4 0.3
C -0.9 0.3 0.0
C 0.1 0.3 0.1

## Properties
SMILES: Cn1cc[n+](-c2c(F)c(F)c(F)c(F)c2F)c1/C([O-])=C/[C@H](c1ccccc1)[N+]1(C)CCCCC1
Kohn-Sham gap in eV: 7.52
LUMO in eV: -2.84
Total charge: +1

---

Entry 2:
DFT (wB97M-V/def2-TZVPD) results for 13 unconnected molecules or ions with the total composition C32H75N3O14PS2.

Each line ends with the Löwdin charge.
Atoms and positions in Å:
H1 -2.228660 4.723937 -6.177220  0.08
C1 -5.436768 -2.798486 2.993569  -0.06
C2 -4.390510 -0.679544 3.295700  -0.06
H2 2.031638 -0.261202 2.136441  0.10
H3 7.471472 -0.888758 2.484600  0.08
H4 -5.362598 -3.584335 1.011311  0.11
H5 3.284201 -1.557497 -1.425228  0.11
H6 -3.816425 2.273814 5.698833  0.08
H7 -0.618533 -2.689419 -1.075050  0.05
C3 0.123710 -3.568322 0.765553  -0.22
H8 7.611544 3.945700 -2.496912  0.08
S1 -2.940457 -2.942362 -2.363105  0.73
H9 3.197460 -1.258080 5.940304  0.07
H10 0.694867 -3.789374 -1.287929  0.14
H11 4.176648 2.090132 -5.476609  0.07
H12 -8.155005 0.575977 -1.839200  0.07
H13 1.958871 5.875558 -1.292311  0.08
O1 4.507412 -1.963623 7.923167  -0.14
H14 -1.416227 -2.100342 1.349355  0.06
H15 -5.698409 3.800747 -7.369084  0.07
H16 0.245973 -0.909869 0.848702  0.11
H17 -3.436377 0.191899 1.624359  0.11
H18 5.723698 2.826618 -1.746664  0.04
C4 -1.252486 -3.172843 1.330289  -0.42
H19 2.740752 -3.208009 -1.522685  0.14
C5 0.325060 -3.002875 -0.638263  -0.11
C6 3.401435 -2.686048 0.429755  -0.17
H20 -2.737196 2.990346 -4.719684  0.07
H21 -2.030757 2.469281 7.167949  0.08
C7 -3.671409 -0.432294 -0.817531  -0.28
N1 3.524633 1.874607 1.622033  -0.13
H22 3.571241 -3.357911 9.157584  0.08
H23 2.509738 0.928956 -4.360908  0.07
C8 -3.995719 -0.665961 1.962388  -0.02
H24 -1.339837 -3.538349 2.348459  0.09
H25 -0.786169 4.087635 -5.349249  0.07
O2 3.006455 -1.890557 1.528994  -0.14
H26 -0.985429 1.614853 -1.237747  0.09
C9 -2.004153 1.256570 -1.259967  -0.06
C10 -2.348558 -0.002390 -0.800958  -0.06
H27 2.236623 -1.541932 3.846809  0.05
H28 4.109332 -1.863408 9.965603  0.08
H29 3.266805 -3.743005 0.638278  0.14
C11 -4.324513 1.665646 -1.780625  -0.04
H30 -9.228166 1.963673 -1.526410  0.08
O3 -7.188876 2.360466 -1.349319  -0.15
C12 -8.273488 1.656814 -1.957550  -0.14
H31 -4.150023 0.161492 3.927287  0.08
H32 -5.987895 -3.634673 3.394700  0.11
H33 6.451374 -1.118000 0.435278  0.04
C13 5.504062 -0.566787 -3.740467  -0.14
H34 1.059065 0.151796 -0.230147  0.11
H35 4.474928 -2.549007 0.289450  0.11
H36 6.863096 5.412261 -1.836341  0.08
H37 -5.384920 -1.726346 4.872639  0.11
H38 -1.506732 2.413380 5.465427  0.07
H39 4.568497 -0.710227 -4.291191  0.07
C14 2.597893 4.991197 -1.283596  -0.12
N2 -4.017315 -1.742348 -0.290581  -0.05
O4 -3.698850 -7.280239 -1.029524  -0.13
C15 3.687306 -2.277171 9.047402  -0.15
C16 -1.745735 4.591221 -5.206299  -0.13
H40 -7.196190 2.148400 -0.411500  0.08
H41 -6.562812 3.644654 -5.214981  0.08
P1 3.690329 0.549344 0.566472  0.92
H42 1.571160 -1.980586 6.022634  0.08
C17 6.736200 -1.666998 2.272131  -0.15
H43 5.370853 -2.356679 8.074989  0.08
H44 -2.751304 3.080185 -2.093894  0.09
S2 -2.489854 -4.021156 0.302003  0.93
H45 2.830060 4.967688 0.648721  0.09
H46 6.334153 -0.616620 -4.438890  0.09
H47 1.796505 -0.246357 6.326676  0.08
C18 -2.005331 1.856758 6.263636  -0.15
C19 -5.098525 -1.742189 3.834177  -0.07
H48 4.797035 0.755184 -2.500259  0.01
C20 -5.079808 -2.767953 1.660097  -0.06
C21 -3.202624 -2.772161 -0.760625  -1.04
H49 -8.270314 1.898111 -3.017150  0.08
H50 -1.571401 5.566891 -4.760410  0.08
C22 2.140069 -1.091632 5.739583  -0.13
H51 -4.837932 4.102959 -5.236086  0.06
H52 -3.894371 -5.761809 -2.435113  0.04
H53 5.617747 -1.366025 -3.001321  0.07
H54 2.251612 4.291887 -2.041236  0.06
H55 2.539015 1.743698 -0.859179  0.04
C23 2.737869 -2.327467 -0.889095  -0.07
C24 -3.392983 -6.723030 -2.304755  -0.17
H56 3.554294 2.754451 1.107018  0.02
H57 -5.308843 2.419316 -4.927557  0.07
H58 0.103725 -4.650714 0.681674  0.11
O5 6.701621 -1.938534 0.871750  -0.15
H59 -5.686983 0.084487 -1.329817  0.12
N3 1.311625 -1.870249 -0.755936  -0.04
H60 -3.384803 -6.666371 -0.360389  0.02
H61 0.918519 -3.335699 1.473601  0.11
H62 -3.746248 -7.414780 -3.064842  0.08
O6 -2.583881 3.851635 -4.319200  -0.16
O7 2.521692 4.338338 -0.010331  -0.15
H63 6.110744 4.582466 -3.214146  0.08
H64 -5.101607 2.307813 -2.145634  0.09
O8 5.896386 3.683956 -1.345361  -0.14
O9 5.534962 0.712030 -3.113876  -0.14
O10 1.926733 -0.785167 4.354917  -0.15
C25 -5.554265 3.320805 -5.486322  -0.16
C26 -4.654449 0.395324 -1.312523  0.01
H65 3.627965 5.275580 -1.500233  0.07
C27 -3.004154 2.090968 -1.749607  -0.07
C28 -4.340303 -1.721175 1.122995  -0.24
C29 2.539056 2.022273 -4.440879  -0.17
H66 5.749167 -1.349750 2.621490  0.06
C30 6.662941 4.441047 -2.281340  -0.15
H67 2.709625 -1.832472 8.877663  0.07
O11 -5.481769 3.005770 -6.875494  -0.12
O12 3.278661 2.420573 -5.579878  -0.10
O13 3.258296 1.096668 -0.959108  -0.33
H68 -1.592498 -0.657817 -0.395047  0.07
H69 -2.313515 -6.588478 -2.419529  0.07
H70 2.596026 1.829593 2.039542  0.04
H71 1.106948 -1.421899 -1.646374  0.19
O14 -3.318688 1.470405 5.874103  -0.13
C31 1.163797 -0.798046 0.290138  -0.07
H72 1.523253 2.396630 -4.550263  0.07
H73 7.020146 -2.575156 2.797245  0.08
H74 2.980529 2.443641 -3.531054  0.05
C32 2.395602 -0.672322 1.196042  -0.42
H75 -1.446299 0.949355 6.464592  0.07

Atomic forces in eV per Å
H 0.1 0.1 0.0
C 0.1 0.2 0.4
C -0.1 0.0 0.2
H 0.0 0.0 0.2
H 0.0 0.0 0.2
H -0.1 -0.1 0.0
H -0.1 0.3 0.1
H -0.1 0.0 0.0
H 0.0 0.2 0.0
C -0.5 0.2 0.2
H 0.0 0.1 0.0
S 0.0 0.0 -0.2
H 0.0 0.0 0.1
H 0.1 0.0 -0.2
H 0.0 0.1 0.0
H -0.1 0.0 -0.1
H 0.0 0.0 -0.1
O -0.1 0.0 0.1
H -0.2 0.1 0.0
H 0.0 0.0 0.0
H -0.1 -0.5 0.1
H 0.0 0.0 -0.3
H 0.1 0.0 0.0
C 0.3 -0.2 0.0
H -0.1 -0.1 -0.1
C 0.3 -0.6 0.1
C 0.8 0.1 -0.5
H -0.1 0.0 0.0
H 0.1 0.0 0.0
C -0.2 -0.1 -0.5
N -1.4 -0.6 -0.5
H -0.1 0.0 0.1
H -0.1 0.0 0.1
C 0.0 0.0 0.1
H -0.2 0.0 0.1
H 0.0 0.1 0.0
O -0.6 -0.3 0.3
H 0.2 -0.1 0.1
C -0.5 -0.1 -0.1
C 0.1 0.0 0.1
H 0.1 0.0 0.1
H -0.1 0.0 0.0
H -0.4 0.0 0.4
C 0.6 -0.3 0.2
H 0.0 0.0 -0.1
O -0.3 -0.1 -0.1
C 0.1 0.1 0.2
H 0.2 0.1 0.1
H -0.1 -0.1 -0.1
H 0.0 0.1 0.0
C -0.1 0.1 0.2
H -0.1 0.0 -0.2
H 0.1 -0.1 -0.1
H 0.0 0.0 0.0
H -0.1 -0.1 0.1
H 0.1 0.0 0.0
H 0.0 -0.1 0.0
C 0.1 0.1 0.2
N 1.7 0.0 1.2
O 0.0 0.0 -0.1
C 0.2 0.0 -0.1
C -0.1 -0.2 0.0
H 0.0 0.1 0.0
H 0.0 0.0 0.1
P 2.7 -0.5 -0.3
H 0.0 0.0 0.1
C -0.1 0.2 -0.2
H 0.0 0.0 0.0
H 0.0 0.1 -0.1
S -0.4 -0.1 0.1
H 0.0 0.0 0.0
H 0.0 0.0 0.0
H 0.0 0.1 0.0
C -0.2 0.1 0.0
C 0.1 0.0 -0.6
H -0.2 0.1 0.2
C -0.1 -0.3 -0.4
C -0.5 0.3 -0.6
H 0.0 0.0 0.0
H 0.0 0.0 0.0
C 0.1 -0.2 -0.2
H 0.0 0.0 0.2
H 0.0 0.0 -0.1
H 0.0 -0.1 -0.1
H 0.0 0.0 0.0
H 0.1 0.3 -0.4
C 0.1 -0.1 0.0
C 0.0 0.0 0.3
H 0.4 0.1 0.0
H 0.0 0.0 0.0
H 0.2 -0.1 0.0
O -0.1 -0.2 0.0
H -0.1 -0.2 0.0
N 0.0 0.0 -0.1
H 0.0 0.0 0.0
H 0.2 0.2 -0.1
H 0.0 0.0 0.0
O 0.3 0.1 0.0
O 0.0 -0.2 0.0
H 0.1 0.1 0.0
H -0.2 0.2 -0.1
O -0.1 0.1 0.0
O 0.0 0.0 -0.1
O -0.1 0.0 -0.1
C -0.1 0.2 -0.4
C -0.1 0.3 -0.1
H 0.0 0.0 -0.1
C 0.0 0.1 0.1
C -0.4 0.2 0.3
C 0.3 0.0 -0.1
H 0.1 0.0 0.1
C -0.1 -0.2 0.0
H 0.0 0.0 0.0
O 0.1 -0.1 0.1
O -0.1 0.0 0.0
O -1.0 -0.1 0.7
H 0.1 -0.1 0.0
H 0.0 0.1 -0.1
H 0.1 0.4 0.4
H -0.1 0.0 -0.1
O 0.0 0.0 -0.1
C 0.4 0.6 0.1
H 0.0 0.0 -0.1
H 0.0 -0.1 -0.1
H -0.1 -0.1 0.1
C -0.6 0.9 -0.1
H 0.0 -0.1 0.0

## Properties
Kohn-Sham gap in eV: 7.71
LUMO in eV: -2.84
Total charge: +1

---

Computed HOMO energy, in the same sequence as the records: -10.37; -10.56 eV.